The following is a DFT calculation (wB97M-V/def2-TZVPD) of a 2-piece molecular cluster, C2H2Cl4Si overall in a non-equilibrium geometry.

## Properties
Spin multiplicity   1
Kohn-Sham gap   8.78 eV
Relative energy (zero: lowest compared OMol25 entry of this formula, charge and spin)   50.5 kcal/mol
E_HOMO   -10.52 eV
Net charge   0
F_max   5.06 eV/A
Calculated total energy   -60075.5288 eV

Atoms and positions in Å:
Cl  2.211  -1.685  0.543
Cl  2.209  1.029  -1.265
Cl  0.752  1.441  2.004
Cl  0.399  -1.664  -2.035
Si  1.122  -0.496  -0.400
C  -1.722  0.344  0.251
C  -0.447  0.226  0.224
H  -2.089  1.093  0.987
H  -2.435  -0.288  -0.309

Cartesian forces, eV/Å:
2.1454 -2.3088 2.5767
-0.3725 -0.4864 0.3805
-1.3131 -1.2966 -2.0092
0.0964 0.6488 0.7780
-1.9757 2.5326 -3.9111
-1.2875 0.7359 1.1104
2.1887 0.3208 1.6302
-0.1228 -0.6628 -0.6093
0.6411 0.5165 0.0539

The following is a DFT calculation (wB97M-V/def2-TZVPD) of a 2-piece molecular cluster, C4H2F6O3P overall in a non-equilibrium geometry.

## Properties
Spin multiplicity   1
Kohn-Sham gap   9.26 eV
Relative energy (zero: lowest compared OMol25 entry of this formula, charge and spin)   0.0 kcal/mol
E_HOMO   -6.12 eV
Net charge   -1
F_max   3.43 eV/A
Calculated total energy   -35919.7511 eV

Atoms and positions in Å:
P  0.921  0.608  0.880
F  1.924  3.152  0.282
F  1.067  -2.087  0.294
F  0.949  -0.860  -1.443
F  1.782  1.795  -1.386
F  2.871  -1.101  -0.295
F  3.365  1.575  0.106
O  -0.448  0.893  0.461
O  -5.045  -1.780  0.681
O  1.522  0.527  2.221
C  -2.995  -0.961  -0.399
C  2.072  1.882  -0.085
C  -4.003  -1.525  0.202
C  1.560  -0.921  -0.228
H  -3.394  -0.681  -1.388
H  -2.149  -0.514  0.095

Cartesian forces, eV/Å:
3.0669 0.4266 -1.4784
-0.1163 0.8448 0.1250
0.1081 -0.0134 0.2711
1.1452 0.0323 -0.1730
0.4130 0.3007 -0.9245
0.3393 0.1662 -0.8057
0.5253 0.1192 -0.3707
-1.3494 -0.1201 -0.0051
0.9720 -0.7966 -0.2587
-0.3282 -0.3826 0.4658
-0.7864 -0.1809 -0.6640
-1.4288 -1.7250 1.4378
-1.4132 1.1179 0.8466
-2.4465 0.2808 1.4650
0.8816 -0.0130 0.2139
0.4173 -0.0569 -0.1452

The following is a DFT calculation (wB97M-V/def2-TZVPD) of one molecule with the formula C9H22N4O in a non-equilibrium geometry.

## Properties
Spin multiplicity   1
Kohn-Sham gap   8.24 eV
E_HOMO   -7.25 eV
Net charge   0
F_max   6.27 eV/A
Calculated total energy   -17691.4955 eV
Structure (SMILES)   CCC[C@@H]1OCN(NCC)N1NCC

Atoms and positions in Å:
O  1.038  1.325  1.484
N  -0.968  -1.281  0.779
N  -0.225  0.836  -0.362
N  -0.810  -0.013  1.081
N  -0.868  2.050  -0.481
C  -2.104  1.907  -1.074
C  -2.040  -1.753  -0.088
C  -2.163  -3.308  -0.096
C  1.150  1.104  0.093
C  0.321  0.277  2.032
C  2.071  0.095  -0.533
C  3.514  0.518  -0.135
C  4.473  -0.548  -0.627
C  -3.319  1.742  -0.109
H  3.836  1.399  -0.664
H  1.771  -0.861  -0.122
H  5.514  -0.373  -0.197
H  -4.240  2.364  -0.261
H  4.482  -0.321  -1.730
H  -2.820  -1.273  0.492
H  0.924  -0.612  2.216
H  3.943  -1.397  -0.327
H  -2.993  2.022  0.918
H  -2.985  -3.687  -0.577
H  3.690  0.569  0.865
H  -0.809  2.799  0.249
H  -0.204  0.325  3.036
H  -0.074  -1.834  0.425
H  -2.160  1.172  -1.834
H  -1.270  -3.696  -0.679
H  1.619  1.992  -0.183
H  -2.384  2.746  -1.629
H  1.843  0.089  -1.697
H  -3.558  0.674  -0.088
H  -1.890  -1.221  -0.994
H  -2.307  -3.827  0.821

Cartesian forces, eV/Å:
0.3551 -0.4810 1.7298
3.7691 -4.9983 -0.3231
0.5201 0.4759 2.1569
0.9035 2.6882 -1.9374
1.4159 0.5387 0.1242
-3.6023 0.8183 0.4684
-0.7597 0.4342 2.8054
3.0626 1.5465 -1.0118
-1.5892 -0.5953 -0.8627
-1.9180 -1.8659 0.5163
0.2532 0.4036 -0.1077
-0.3064 -1.2961 -3.3105
1.3542 2.5297 -1.1995
0.0458 -0.2788 1.1619
-0.4331 0.9468 0.2681
0.4692 -0.7102 -0.1907
-1.3532 -0.7130 -0.5590
0.8903 -0.6020 -0.5571
0.3711 -1.2989 0.8478
-1.2935 -0.2282 -0.6735
0.4701 -0.4219 -0.6694
0.3394 -2.2153 -0.0272
-0.1072 -0.3280 -0.5613
-2.1981 -0.1801 -1.9781
-0.3076 0.7326 3.0551
0.1464 -1.4767 -0.5017
0.8843 1.4825 -0.9832
-1.5352 1.6554 1.1263
0.5916 -1.2238 -0.3944
-0.8575 0.0815 0.9415
-0.3016 2.1452 -1.0611
0.1320 2.0091 -0.9652
0.6811 0.0966 2.4845
-0.4556 0.2980 0.3024
-0.4030 -0.2097 -1.5105
0.7663 0.2404 1.3964

The following is a DFT calculation (wB97M-V/def2-TZVPD) of C25H43F3O3P2PdS as an isolated structure in a non-equilibrium geometry.

## Properties
Spin multiplicity   5
Kohn-Sham gap (spin up / spin down)   7.24 / 4.15 eV
Relative energy (zero: lowest compared OMol25 entry of this formula, charge and spin)   100.3 kcal/mol
E_HOMO (spin up / spin down)   -13.69 / -13.54 eV
Net charge   +2
F_max   4.16 eV/A
Calculated total energy   -73786.1501 eV

Atoms and positions in Å:
Pd  -0.308  1.805  -1.182
S  -2.894  -2.808  3.750
P  -0.548  -0.207  -2.870
P  -0.679  2.883  -3.250
F  -2.476  -4.320  5.892
F  -2.076  -2.186  6.216
F  -0.648  -3.400  5.067
O  -2.273  -1.584  3.248
O  -4.261  -2.670  4.232
O  -2.594  -4.013  2.956
C  1.025  2.933  -3.970
C  1.227  1.299  1.289
C  -1.395  1.771  -4.654
C  -1.944  1.706  3.222
C  0.354  0.905  2.356
C  -2.203  -1.040  -2.786
C  2.133  -3.301  1.847
C  0.366  -1.708  -3.493
C  -1.971  -3.197  5.330
C  3.232  -2.328  -0.321
C  1.425  3.774  0.783
C  -0.275  -3.270  1.223
C  0.682  2.480  0.634
C  -0.799  1.731  2.278
C  -1.322  3.996  1.164
C  -0.795  0.380  -4.622
C  -0.741  2.613  1.162
C  2.605  0.781  1.109
C  -0.045  -2.613  -0.093
C  2.217  -1.659  -0.860
C  0.735  -3.834  1.894
C  2.877  -3.604  0.490
C  0.483  -0.141  3.420
C  0.986  -1.436  0.033
C  -1.301  4.377  -4.136
H  1.013  3.032  -5.075
H  4.280  -2.074  -0.574
H  -0.327  -2.556  -3.628
H  -1.629  1.605  4.280
H  -1.287  -3.271  1.613
H  -2.482  1.762  -4.478
H  0.505  -4.678  2.601
H  3.840  -4.119  0.696
H  0.161  0.352  -5.167
H  -2.326  -1.544  -1.825
H  2.757  -3.699  2.667
H  0.380  -3.351  -0.805
H  -0.909  5.285  -3.670
H  1.437  -1.523  1.056
H  -0.954  4.532  2.089
H  2.113  -2.213  1.983
H  -1.455  -0.316  -5.164
H  -0.389  -0.823  3.360
H  -2.608  0.864  2.919
H  -0.899  4.671  0.384
H  2.526  3.695  0.865
H  0.451  0.357  4.408
H  -2.542  2.640  3.233
H  -1.005  4.391  -5.201
H  2.226  -4.211  -0.197
H  1.528  3.813  -3.542
H  2.806  -0.269  1.457
H  1.602  2.042  -3.685
H  1.150  4.392  -0.072
H  0.888  -1.518  -4.448
H  2.340  -1.130  -1.795
H  -2.271  -1.784  -3.595
H  -2.396  4.421  -4.105
H  3.291  1.410  1.715
H  0.512  -0.415  0.035
H  -2.430  4.061  1.102
H  -3.023  -0.325  -2.899
H  1.417  -0.699  3.297
H  2.933  0.893  0.050
H  1.137  -2.057  -2.804
H  1.024  4.192  1.719
H  -1.238  2.262  -5.639
H  -0.947  -2.213  -0.522

Cartesian forces, eV/Å:
-0.3507 -0.5720 -0.8972
-1.6866 -1.4258 1.5100
-0.9786 -1.2542 -2.0895
0.3395 -0.2764 -4.1407
0.6727 1.1012 -0.5245
0.2534 -0.5917 -0.5153
-0.4155 0.1203 0.1836
0.4969 0.1673 -0.4649
1.5866 0.0229 -0.9185
0.1151 1.1632 -0.0705
0.4723 0.1525 0.5408
0.2275 -0.2485 0.9317
-0.3843 0.2214 0.8938
-0.3843 0.4318 0.5751
-0.6392 -0.1445 -0.4537
-0.2119 0.1604 0.6682
0.9046 -0.6918 0.9622
0.9864 -0.6927 0.5837
-0.5288 -0.2975 0.2368
0.0411 -1.2393 -0.2641
0.7280 -0.0644 -0.8708
-1.1079 1.0251 -1.8316
-0.7306 -0.6809 1.7882
-1.3434 0.0943 -0.3852
-0.5441 1.0218 -0.1887
0.1079 0.8173 -0.2168
2.1702 0.8213 0.7225
0.9853 0.0882 -0.1646
0.1891 0.0126 -0.5083
-0.2184 1.7291 0.8140
1.4752 -1.1917 2.2645
0.7522 0.6386 -0.5537
0.3858 0.4767 -0.5775
0.5743 -0.8189 0.5955
-0.4539 1.0652 0.8557
-0.1910 -0.0636 0.6964
-0.6710 -0.8795 -0.3105
0.1786 0.5586 0.0041
-0.0832 -0.4993 -0.6320
-0.4597 -0.3539 0.5723
0.2208 -0.1662 -0.1286
0.1854 0.8022 -0.6877
-0.9402 -0.0273 -0.0423
-0.1870 0.1837 0.3807
-0.1936 0.0182 -0.1368
-0.5847 -0.0151 -0.3476
-0.3933 0.3597 0.3868
-0.1530 0.0085 -0.0661
-1.3888 0.8539 -1.7299
-0.7701 -0.7424 -0.4845
0.3635 -0.8824 0.6181
0.2563 -0.0261 0.4315
0.1366 0.2121 0.1158
0.3326 0.2602 0.5092
-0.4832 -0.8701 0.1548
-0.6422 -0.1152 -0.2217
0.0692 -0.3835 -0.3347
0.3487 -0.5014 -0.4629
0.1219 -0.3727 0.6604
0.9390 0.2922 0.8537
0.0615 -0.2728 -0.2078
-0.4258 1.2329 -0.3519
-0.0832 0.2509 -0.1295
0.3281 0.5150 0.3002
-0.3857 0.1162 0.4942
0.2668 0.8108 0.3806
0.0994 0.3842 0.3354
0.2109 0.0055 0.1195
-0.2568 -0.1258 -0.2369
0.3214 -1.2795 -0.7307
0.7304 -0.1649 0.2779
0.1379 -0.0048 0.0985
-0.1339 0.1329 0.3265
-0.1615 -0.1935 0.7640
-0.2316 -0.1169 -0.1982
0.4774 0.2491 -0.3751
0.0455 -0.1014 0.8262
-0.4986 -0.2294 0.0186